(1)
C29H33N5O8P2 | the ωB97M-V functional and the def2-TZVPD basis

Geometry (Å):
P: 4.166 1.130 -1.158
P: -1.448 1.930 2.898
O: -1.941 -2.825 -2.791
O: 5.276 0.209 -2.013
O: -2.647 -2.533 -4.799
O: -0.758 -0.271 4.786
O: -0.135 -1.742 3.352
O: 3.780 4.132 -0.265
O: 3.062 4.858 1.743
O: 0.862 5.259 1.914
N: -2.186 3.237 2.432
N: -0.675 0.552 0.744
N: -2.827 -2.669 -3.608
N: -0.724 -1.411 4.356
N: 1.957 1.683 0.691
C: -1.412 -3.752 4.650
C: -2.842 -4.381 6.476
C: 3.579 1.293 -4.400
C: 4.787 0.950 0.592
C: 1.059 2.031 1.582
C: 2.898 -1.008 -3.393
C: 2.481 0.369 -1.234
C: 2.892 -0.055 -4.630
C: -0.231 1.439 1.593
C: -4.211 -2.649 -3.118
C: 1.754 4.460 2.051
C: 0.259 0.239 -0.191
C: 1.486 3.074 2.616
C: -5.247 -2.510 -4.025
C: -2.162 -2.089 6.233
C: -1.449 -2.445 5.102
C: 0.765 -1.037 -2.143
C: -5.757 -2.780 -1.305
C: -4.450 -2.780 -1.762
C: 1.549 0.756 -0.231
C: -6.808 -2.651 -2.204
C: -6.552 -2.514 -3.562
C: 2.088 -0.519 -2.208
C: 2.760 6.260 -0.348
C: -2.114 -4.724 5.344
C: 1.427 0.263 -5.011
C: 3.247 5.010 0.357
C: -2.863 -3.065 6.921
C: -0.118 -0.688 -1.183
H: 2.377 -1.903 -3.760
H: -2.055 3.997 3.089
H: 3.430 1.885 -5.314
H: 5.838 0.657 0.577
H: 3.055 1.836 -3.612
H: 1.422 1.016 -5.804
H: -5.958 -2.884 -0.248
H: 0.865 -0.629 -5.301
H: -1.123 -1.086 -1.161
H: 4.656 1.236 -4.254
H: -7.829 -2.659 -1.845
H: -7.371 -2.412 -4.260
H: 3.190 6.258 -1.345
H: 2.384 2.655 3.082
H: -3.429 -2.801 7.803
H: 0.755 3.196 3.408
H: -3.634 -2.883 -1.061
H: 5.355 -0.646 -1.568
H: -0.781 2.094 4.132
H: 0.456 -1.748 -2.901
H: 3.897 -1.355 -3.142
H: -2.179 -1.066 6.581
H: 4.172 0.276 1.192
H: -2.295 0.813 3.063
H: 3.021 7.171 0.189
H: -0.849 -4.020 3.768
H: -5.050 -2.403 -5.082
H: -3.395 -5.141 7.013
H: -2.096 -5.749 5.001
H: 4.715 1.954 1.015
H: 0.900 0.733 -4.174
H: 1.674 6.173 -0.445
H: 3.304 -0.599 -5.485

## Properties
Frontier orbital gap = 6.50 eV
SMILES = CC(=O)OC(=O)Cc1nc2c(P(C)O)c(CC(C)C)ccc2nc1[PH2]=N.O=[N+]([O-])c1ccccc1.O=[N+]([O-])c1ccccc1
HOMO energy = -7.40 eV

***

(2)
C23H25NO3 | the ωB97M-V functional and the def2-TZVPD basis

Geometry (Å):
O: 2.708 0.700 2.002
O: -5.113 -0.086 -1.649
O: -5.081 1.557 0.345
N: 0.124 1.046 1.738
C: 4.589 2.888 -0.916
C: 2.096 -1.118 0.529
C: 5.168 2.161 -1.942
C: -4.025 -0.177 -0.833
C: -0.712 -0.140 1.916
C: 3.886 0.239 -1.281
C: 2.254 0.386 0.701
C: -2.977 -1.066 -0.990
C: 1.525 -1.658 -0.620
C: 4.818 0.834 -2.115
C: 2.534 -1.981 1.524
C: 3.656 2.295 -0.087
C: 3.281 0.967 -0.267
C: -5.200 -0.966 -2.741
C: -5.138 2.461 1.418
C: 2.385 -3.350 1.391
C: -1.914 -1.074 -0.095
C: 1.378 -3.028 -0.754
C: -2.938 0.706 1.132
C: -4.006 0.725 0.256
C: -1.884 -0.193 0.967
C: 0.880 1.100 0.494
C: 1.801 -3.878 0.253
H: -2.912 1.385 1.972
H: -6.077 3.000 1.298
H: -5.223 -2.012 -2.416
H: 4.867 3.920 -0.759
H: -4.372 -0.823 -3.443
H: -5.140 1.944 2.384
H: 5.277 0.252 -2.901
H: 3.228 2.858 0.728
H: 1.682 -4.947 0.147
H: -6.138 -0.723 -3.238
H: 2.997 -1.565 2.406
H: -0.457 1.872 1.823
H: 3.647 -0.804 -1.424
H: 1.075 2.148 0.262
H: -1.112 -1.783 -0.231
H: -1.070 -0.119 2.950
H: 1.195 -1.010 -1.419
H: 5.896 2.622 -2.594
H: 0.932 -3.432 -1.652
H: 1.905 0.824 2.536
H: -2.973 -1.766 -1.809
H: 2.727 -4.006 2.178
H: -0.082 -1.021 1.786
H: -4.308 3.176 1.391
H: 0.339 0.658 -0.350

## Properties
Frontier orbital gap = 8.81 eV
SMILES = COc1ccc(CNCC(O)(c2ccccc2)c2ccccc2)cc1OC
HOMO energy = -8.11 eV
ΔE to the lowest compared entry with this formula, charge and spin = 37.78 kcal per mole